# 1
{"formula": "C38H60ClHgN5OSbSi3", "method": "wB97M-V/def2-TZVPD", "symbols": ["Hg", "C", "Sb", "C", "C", "C", "C", "C", "C", "N", "Si", "C", "C", "C", "C", "C", "C", "C", "C", "C", "N", "Si", "C", "C", "C", "Si", "C", "C", "C", "H", "H", "H", "H", "H", "H", "H", "H", "H", "H", "H", "H", "H", "H", "H", "H", "H", "H", "H", "H", "H", "H", "H", "H", "H", "H", "H", "H", "H", "H", "H", "H", "H", "H", "H", "H", "H", "H", "C", "C", "C", "C", "C", "O", "C", "C", "C", "C", "C", "C", "Cl", "C", "C", "C", "N", "C", "N", "C", "N", "H", "H", "H", "H", "H", "H", "H", "H", "H", "H", "H", "H", "H", "H", "H", "H", "H", "H", "H", "H", "H", "H"], "positions_angstrom": [[0.5114, 0.3689, 2.0841], [0.9563, -5.0579, 0.0886], [1.4120, -2.9699, 0.5037], [-0.4372, -2.4339, -0.4570], [-0.6545, -2.1302, -1.8755], [-0.2618, -0.9011, -2.4205], [-0.5585, -0.6215, -3.7385], [-1.2125, -1.5804, -4.5009], [-1.5655, -2.7677, -3.8827], [-1.3221, -3.0405, -2.6015], [-1.9906, -2.8630, 0.5068], [-3.2670, -1.5716, 0.0296], [-1.6756, -2.8099, 2.3577], [-2.7373, -4.5390, 0.1148], [3.3048, -2.8931, -0.7124], [3.4398, -1.4259, -1.0140], [4.6091, -0.8350, -1.5150], [4.6602, 0.5306, -1.7046], [3.5490, 1.3044, -1.3921], [2.4354, 0.6554, -0.8994], [2.3793, -0.6660, -0.7185], [4.6008, -3.3177, 0.6274], [4.6965, -1.9019, 1.8547], [6.3403, -3.5552, -0.0545], [4.1842, -4.8798, 1.5791], [3.4399, -3.9514, -2.2823], [3.8314, -5.7461, -1.9003], [4.8307, -3.3778, -3.4186], [1.9090, -3.8516, -3.3412], [0.0490, -5.3191, 0.6318], [1.7610, -5.7173, 0.4058], [0.7607, -5.1869, -0.9745], [0.2369, -0.1874, -1.7855], [-0.2828, 0.3326, -4.1723], [-1.4534, -1.4112, -5.5416], [-2.0857, -3.5416, -4.4381], [-2.8431, -0.5653, 0.0646], [-4.1303, -1.6107, 0.6988], [-3.6134, -1.7524, -0.9913], [-1.7197, -1.7868, 2.7382], [-0.6991, -3.2185, 2.6288], [-2.4377, -3.3955, 2.8770], [-2.7483, -4.7199, -0.9599], [-3.7663, -4.5406, 0.4867], [-2.2073, -5.3602, 0.6008], [5.4649, -1.4496, -1.7484], [5.5632, 0.9928, -2.0838], [3.5503, 2.3781, -1.5213], [1.5375, 1.2001, -0.6286], [4.9917, -0.9707, 1.3641], [5.4469, -2.1291, 2.6167], [3.7448, -1.7254, 2.3592], [6.7988, -2.6109, -0.3533], [6.3735, -4.2365, -0.9057], [6.9635, -3.9851, 0.7342], [3.2885, -4.7665, 2.1937], [5.0197, -5.0938, 2.2509], [4.0462, -5.7469, 0.9330], [4.7981, -5.8489, -1.4019], [3.8944, -6.2879, -2.8480], [3.0759, -6.2367, -1.2875], [5.8154, -3.3819, -2.9485], [4.6499, -2.3795, -3.8212], [4.8668, -4.0715, -4.2634], [1.0479, -4.3609, -2.9088], [2.1140, -4.3048, -4.3150], [1.6278, -2.8098, -3.5103], [-0.7487, 5.9945, 1.3690], [-2.0507, 6.6414, 0.8822], [-1.8365, 7.2443, -0.5131], [-2.3612, 7.8098, 1.8312], [-3.2498, 5.6388, 0.8641], [-4.4538, 6.3647, 0.5661], [-3.5089, 4.9347, 2.2150], [-2.6090, 3.7830, 2.7076], [-3.3154, 2.4640, 2.9645], [-2.7710, 1.5762, 3.8924], [-3.3498, 0.3439, 4.1471], [-4.4989, -0.0179, 3.4621], [-5.2516, -1.5509, 3.7803], [-5.0551, 0.8309, 2.5250], [-4.4599, 2.0618, 2.2827], [-3.2846, 4.6603, -0.3407], [-2.1606, 3.7754, -0.6023], [-1.9296, 2.5284, -0.1662], [-0.7849, 2.0763, -0.6340], [-0.3582, 3.1091, -1.4063], [-1.1556, 4.1519, -1.4243], [0.0568, 6.7278, 1.2893], [-0.4576, 5.1313, 0.7726], [-0.8115, 5.6942, 2.4162], [-1.1539, 8.0934, -0.4374], [-2.7796, 7.6084, -0.9242], [-1.4016, 6.5255, -1.2040], [-1.4865, 8.4598, 1.8821], [-2.5777, 7.4885, 2.8516], [-3.1888, 8.4223, 1.4677], [-4.6480, 6.9479, 1.3069], [-4.5384, 4.5855, 2.1523], [-3.5209, 5.7127, 2.9808], [-2.1202, 4.0775, 3.6374], [-1.7881, 3.5993, 2.0145], [-1.8709, 1.8555, 4.4280], [-2.9161, -0.3323, 4.8713], [-5.9472, 0.5361, 1.9893], [-4.9191, 2.7054, 1.5433], [-3.4360, 5.2498, -1.2407], [-4.1691, 4.0369, -0.2089], [-2.6023, 1.9942, 0.4866], [0.5629, 3.0944, -1.9688]], "multiplicity": 2, "de_lowest_ev": 0.099, "lumo_ev": [0.519, -0.243]}

# 2
{"formula": "C38H61FeN4P", "method": "wB97M-V/def2-TZVPD", "symbols": ["Fe", "C", "C", "C", "C", "C", "C", "C", "C", "N", "C", "C", "C", "C", "N", "C", "C", "C", "C", "C", "C", "C", "C", "H", "H", "H", "H", "H", "H", "H", "H", "H", "H", "H", "H", "H", "H", "H", "H", "H", "H", "H", "H", "H", "H", "H", "H", "N", "N", "H", "H", "H", "H", "C", "C", "C", "C", "C", "C", "P", "C", "C", "C", "C", "C", "C", "C", "C", "C", "C", "C", "C", "H", "H", "H", "H", "H", "H", "H", "H", "H", "H", "H", "H", "H", "H", "H", "H", "H", "H", "H", "H", "H", "H", "H", "H", "H", "H", "H", "H", "H", "H", "H", "H", "H"], "positions_angstrom": [[0.7113, -0.8903, 0.1091], [3.2802, -0.7040, 2.0475], [2.5010, -0.6838, 3.3301], [3.0883, -0.2115, 4.4905], [2.3580, -0.1317, 5.6657], [1.0208, -0.4798, 5.6670], [0.3971, -0.9789, 4.5276], [-1.0939, -1.2470, 4.5706], [1.1759, -1.1411, 3.3769], [0.6222, -1.7746, 2.2061], [0.1017, -2.9340, 2.3275], [0.1608, -3.8063, 3.5459], [-0.6082, -3.4959, 1.1192], [-1.5129, -4.6641, 1.3086], [-0.4432, -2.8942, -0.0028], [-0.9021, -3.3842, -1.2038], [-0.3032, -4.5987, -1.7479], [0.8460, -5.3085, -1.0827], [-0.8227, -5.0778, -2.9058], [-1.8927, -4.4017, -3.5626], [-2.4435, -3.2007, -3.0484], [-1.9633, -2.6575, -1.8988], [-2.5462, -1.3904, -1.3578], [4.2109, -0.1454, 2.1553], [2.7157, -0.1944, 1.2553], [3.5265, -1.7224, 1.7198], [4.1248, 0.1103, 4.4757], [2.8276, 0.2358, 6.5708], [0.4332, -0.3596, 6.5728], [-1.6106, -0.3685, 4.9605], [-1.3352, -2.0705, 5.2495], [-1.5210, -1.4683, 3.5924], [0.7763, -3.3639, 4.3209], [0.5782, -4.7841, 3.2807], [-0.8368, -3.9855, 3.9599], [-2.2759, -4.4052, 2.0508], [-0.9645, -5.5181, 1.7156], [-2.0140, -4.9611, 0.3887], [1.3661, -4.6874, -0.3556], [1.5643, -5.6385, -1.8349], [0.4992, -6.2112, -0.5710], [-0.4181, -5.9894, -3.3344], [-2.2898, -4.8133, -4.4872], [-3.2674, -2.7197, -3.5651], [-3.6171, -1.3509, -1.5609], [-2.0898, -0.5334, -1.8559], [-2.4018, -1.2790, -0.2879], [3.1683, -0.7507, -1.2435], [2.2533, -1.8695, -1.1364], [3.6342, -0.7761, -2.1414], [3.8823, -0.8653, -0.5390], [2.7401, -2.7354, -0.9307], [1.8480, -1.9900, -2.0578], [-4.0248, 3.0275, -2.2596], [-3.8606, 2.8130, -0.7328], [-2.7519, 1.8008, -0.4102], [-1.5465, 2.1064, -1.3157], [-1.8904, 1.7534, -2.7845], [-3.4027, 1.8767, -3.0522], [0.0382, 1.3977, -0.7223], [1.3498, 1.7542, -1.9645], [1.2940, 0.8194, -3.1888], [2.6024, 0.9051, -4.0089], [3.2867, 2.2759, -3.8499], [2.2322, 3.3740, -3.7189], [1.4344, 3.2304, -2.4043], [0.5576, 2.3834, 0.7466], [0.3333, 3.9154, 0.6809], [-0.8523, 4.3728, 1.5303], [-0.6779, 3.9973, 3.0168], [0.1738, 2.7294, 3.2043], [-0.0395, 1.7816, 2.0294], [-3.5717, 3.9708, -2.5686], [-5.0788, 3.1138, -2.5115], [-4.7954, 2.4752, -0.2865], [-3.6178, 3.7601, -0.2481], [-3.1010, 0.7800, -0.5975], [-2.5025, 1.8646, 0.6493], [-1.3532, 3.1781, -1.2424], [-1.5730, 0.7365, -3.0373], [-1.3507, 2.4253, -3.4535], [-3.9079, 0.9445, -2.7768], [-3.5611, 2.0099, -4.1218], [2.2610, 1.4987, -1.4228], [0.4609, 1.1083, -3.8264], [1.0974, -0.2201, -2.8758], [2.3654, 0.7397, -5.0607], [3.2985, 0.1063, -3.7297], [3.9283, 2.4673, -4.7077], [3.9349, 2.2851, -2.9663], [1.5555, 3.3208, -4.5770], [2.6942, 4.3592, -3.7518], [0.4392, 3.6578, -2.5473], [1.9206, 3.8069, -1.6168], [1.6394, 2.2012, 0.7735], [0.2156, 4.2606, -0.3453], [1.2384, 4.4006, 1.0548], [-1.7802, 3.9471, 1.1372], [-0.9563, 5.4517, 1.4306], [-1.6600, 3.8494, 3.4671], [-0.2159, 4.8215, 3.5594], [-0.0835, 2.2387, 4.1446], [1.2389, 2.9815, 3.2656], [-1.1118, 1.5849, 1.9165], [0.4385, 0.8270, 2.2287]], "charge": 3, "multiplicity": 6, "de_lowest_ev": 0.000, "lumo_ev": [-9.540, -12.237]}

# 3
{"formula": "C38H66N4OS2Yb", "method": "wB97M-V/def2-TZVPD", "symbols": ["Yb", "C", "C", "C", "C", "C", "C", "C", "C", "C", "C", "C", "C", "C", "C", "C", "C", "C", "H", "H", "H", "H", "H", "H", "H", "H", "H", "H", "H", "H", "H", "H", "H", "H", "H", "H", "H", "H", "H", "H", "H", "H", "H", "H", "H", "H", "H", "C", "C", "C", "N", "C", "S", "N", "C", "O", "C", "C", "C", "C", "C", "C", "H", "H", "H", "H", "H", "H", "H", "H", "H", "H", "H", "H", "H", "H", "C", "C", "C", "C", "N", "C", "S", "N", "C", "C", "C", "C", "H", "H", "H", "H", "H", "H", "H", "H", "H", "H", "H", "H", "H", "H", "H", "H", "H", "H", "H", "H", "C", "H", "H", "H"], "positions_angstrom": [[-0.7362, -0.1434, -1.0703], [-1.7241, 2.2430, -1.3253], [-1.2289, 1.7928, -2.5865], [-2.0905, 0.7078, -3.0006], [-3.0436, 0.5143, -1.9506], [-2.8654, 1.5000, -0.9492], [-3.9003, 1.9662, 0.0622], [-5.1690, 1.1091, 0.0007], [-3.3542, 1.9276, 1.4919], [-4.2620, 3.4159, -0.3075], [-2.2211, -0.0678, -4.3141], [-1.0606, -1.0618, -4.5082], [-3.5123, -0.9043, -4.3217], [-2.3693, 0.8878, -5.5072], [-0.1063, 2.6044, -3.2464], [-0.7401, 3.7978, -3.9777], [0.8358, 3.1683, -2.1585], [0.7840, 1.8376, -4.2315], [-1.4148, 3.1539, -0.8341], [-3.9085, -0.1302, -2.0142], [-4.9605, 0.0681, 0.2470], [-5.6155, 1.1595, -0.9893], [-5.8995, 1.4816, 0.7159], [-3.1093, 0.9048, 1.7832], [-4.0936, 2.3132, 2.1901], [-2.4591, 2.5387, 1.5734], [-4.5818, 3.4665, -1.3457], [-3.4092, 4.0799, -0.1841], [-5.0711, 3.7807, 0.3201], [-1.0957, -1.8188, -3.7126], [-0.0901, -0.5758, -4.4983], [-1.1739, -1.5768, -5.4609], [-3.5354, -1.6427, -3.5233], [-3.5754, -1.4420, -5.2643], [-4.3882, -0.2639, -4.2435], [-1.4810, 1.4702, -5.7130], [-3.1849, 1.5832, -5.3196], [-2.6045, 0.3183, -6.4030], [-1.3778, 4.3578, -3.2997], [-1.3517, 3.4609, -4.8070], [0.0351, 4.4552, -4.3638], [0.3919, 4.0279, -1.6672], [1.7649, 3.5004, -2.6162], [1.0713, 2.4120, -1.4013], [0.2225, 1.4625, -5.0765], [1.2929, 1.0073, -3.7454], [1.5421, 2.5114, -4.6301], [-0.1563, -6.7169, 3.1631], [0.2313, -7.1652, 1.7579], [0.7171, -6.0186, 0.8803], [-0.3609, -5.0868, 0.5892], [-0.2328, -3.9147, -0.0180], [-1.5661, -3.0928, -0.6194], [1.0310, -3.3819, -0.1640], [2.0049, -3.1869, 0.8048], [3.1191, -2.8435, 0.4767], [1.5758, -3.2430, 2.2205], [2.4787, -3.6740, 3.1927], [2.1550, -3.5663, 4.5325], [0.9478, -2.9976, 4.9104], [0.0585, -2.5520, 3.9478], [0.3574, -2.6896, 2.6065], [-0.3654, -7.5843, 3.7819], [-1.0432, -6.0895, 3.1321], [0.6504, -6.1541, 3.6284], [-0.6184, -7.6604, 1.2845], [1.0412, -7.8918, 1.8220], [1.1064, -6.4048, -0.0679], [1.5275, -5.4969, 1.3893], [-1.3016, -5.4417, 0.7012], [1.2665, -2.9682, -1.0642], [3.4273, -4.0852, 2.8804], [2.8444, -3.9074, 5.2888], [0.7070, -2.8798, 5.9554], [-0.8650, -2.0805, 4.2404], [-0.3325, -2.3119, 1.8648], [-1.1699, 2.9097, 4.6899], [0.2899, 3.3293, 4.5530], [0.5594, 4.2094, 3.3297], [0.5068, 3.4795, 1.9888], [1.5407, 2.4770, 1.8579], [1.3374, 1.1792, 1.6764], [-0.2297, 0.5033, 1.6380], [2.3727, 0.3445, 1.5813], [3.7766, 0.7015, 1.6471], [4.2244, 1.6208, 0.4932], [5.4745, 1.1027, -0.2246], [5.2179, -0.1092, -1.1112], [-1.3088, 2.3547, 5.6157], [-1.4785, 2.2673, 3.8678], [-1.8301, 3.7752, 4.7168], [0.9140, 2.4310, 4.5172], [0.5784, 3.9023, 5.4376], [1.5396, 4.6770, 3.4352], [-0.1832, 5.0071, 3.2875], [0.6357, 4.2064, 1.1809], [-0.4535, 2.9800, 1.8691], [2.4931, 2.8096, 1.9188], [2.1505, -0.6366, 1.5133], [4.3313, -0.2352, 1.6077], [3.9797, 1.1681, 2.6173], [4.4441, 2.6202, 0.8796], [3.4124, 1.7066, -0.2328], [6.2276, 0.8495, 0.5225], [5.8696, 1.9121, -0.8406], [4.7472, -0.9182, -0.5576], [6.1593, -0.4760, -1.5117], [4.5792, 0.1495, -1.9527], [1.5944, -0.6076, -1.6373], [2.2551, -1.0453, -0.8779], [2.1241, 0.3228, -1.9001], [1.7428, -1.2411, -2.5273]], "charge": 1, "multiplicity": 2, "de_lowest_ev": 0.000, "lumo_ev": [-2.690, -2.689]}

# 4
{"formula": "C38H67BIrN3O4P3", "method": "wB97M-V/def2-TZVPD", "symbols": ["Ir", "C", "C", "C", "C", "P", "C", "N", "B", "N", "C", "P", "C", "C", "C", "C", "C", "C", "C", "C", "C", "C", "C", "C", "C", "C", "C", "C", "C", "C", "H", "H", "H", "H", "H", "H", "H", "H", "H", "H", "H", "H", "H", "H", "H", "H", "H", "H", "H", "H", "H", "H", "H", "H", "H", "H", "H", "H", "H", "H", "H", "H", "H", "H", "H", "H", "H", "H", "H", "H", "H", "H", "H", "H", "N", "C", "C", "C", "C", "C", "C", "H", "H", "H", "H", "H", "C", "C", "C", "C", "O", "P", "O", "O", "O", "C", "C", "C", "C", "H", "H", "H", "H", "H", "H", "H", "H", "H", "H", "H", "H", "H", "H", "H", "H", "H", "H"], "positions_angstrom": [[0.5197, 0.4983, -0.1431], [-1.7270, 2.7292, 1.0520], [-0.7020, 2.6418, 2.1918], [-1.4686, 2.6658, 3.5188], [0.2082, 3.8687, 2.0738], [0.2651, 1.0357, 2.0067], [-0.8191, -0.2582, 2.7743], [-0.3154, -1.4500, 2.1389], [0.3523, -1.3018, 0.8658], [1.0158, -2.5568, 0.6601], [1.9325, -2.8406, -0.4085], [2.5450, -1.2300, -1.1229], [4.3999, -1.3403, -0.7863], [5.0983, -2.6429, -1.1879], [5.1135, -0.1615, -1.4549], [4.5482, -1.1921, 0.7306], [2.2019, -1.4650, -2.9552], [0.6904, -1.7102, -3.0720], [2.5471, -0.1646, -3.6855], [2.9408, -2.6163, -3.6381], [0.7838, -3.3841, 1.7561], [1.2264, -4.6637, 2.0276], [0.8524, -5.2495, 3.2389], [0.0435, -4.5723, 4.1394], [-0.4213, -3.2854, 3.8632], [-0.0439, -2.6949, 2.6728], [1.7961, 1.0732, 3.0726], [2.8684, 1.9043, 2.3521], [2.3175, -0.3541, 3.2668], [1.5365, 1.6477, 4.4685], [-2.2744, 3.6688, 1.1727], [-2.4408, 1.9059, 1.0744], [-1.2462, 2.7319, 0.0755], [-2.0584, 3.5860, 3.5548], [-0.8182, 2.6583, 4.3919], [-2.1648, 1.8312, 3.5977], [-0.4217, 4.7601, 2.0148], [0.8051, 3.8287, 1.1599], [0.8753, 3.9958, 2.9248], [-1.8376, -0.0434, 2.4516], [-0.8070, -0.2951, 3.8666], [1.4543, -3.4069, -1.2117], [2.7569, -3.4517, -0.0370], [5.1727, -2.7715, -2.2631], [4.6210, -3.5297, -0.7711], [6.1171, -2.6144, -0.7913], [5.1931, -0.2928, -2.5329], [6.1298, -0.0869, -1.0583], [4.6049, 0.7857, -1.2587], [4.0438, -1.9954, 1.2720], [4.1534, -0.2422, 1.0815], [5.6097, -1.2353, 0.9895], [0.1107, -1.0557, -2.4175], [0.4113, -2.7365, -2.8347], [0.3801, -1.5154, -4.1022], [2.0872, 0.6942, -3.2105], [2.1842, -0.2213, -4.7155], [3.6207, 0.0105, -3.7246], [2.8537, -3.5583, -3.0922], [3.9961, -2.3920, -3.7830], [2.5038, -2.7699, -4.6287], [1.8463, -5.2040, 1.3229], [1.1935, -6.2497, 3.4718], [-0.2434, -5.0520, 5.0661], [-1.0706, -2.7678, 4.5589], [3.0073, 1.5617, 1.3250], [3.8192, 1.7980, 2.8817], [2.6235, 2.9636, 2.3174], [2.4272, -0.8903, 2.3298], [1.6716, -0.9403, 3.9205], [3.3006, -0.2880, 3.7420], [1.3019, 2.7100, 4.4594], [2.4448, 1.5167, 5.0629], [0.7338, 1.1164, 4.9824], [0.8670, 1.9285, -1.3665], [0.8031, 2.7260, -2.4445], [1.4937, 3.9611, -2.4460], [1.4493, 4.7892, -3.5494], [0.7191, 4.4189, -4.6763], [0.0197, 3.2142, -4.6864], [0.0529, 2.3761, -3.5913], [2.0568, 4.2326, -1.5623], [1.9825, 5.7312, -3.5364], [0.6904, 5.0692, -5.5407], [-0.5546, 2.9309, -5.5598], [-0.4982, 1.4446, -3.5794], [-4.3680, -1.0857, 2.9354], [-4.5754, -0.8120, 1.4520], [-5.4564, 0.4143, 1.2576], [-5.1603, -2.0383, 0.7675], [-3.2438, -0.5150, 0.9570], [-2.6969, -0.7150, -0.5366], [-2.5431, -2.1318, -0.9051], [-1.4556, 0.1701, -0.6356], [-3.8529, 0.0301, -1.3572], [-3.7475, 0.7271, -2.6195], [-3.2614, 2.1416, -2.3339], [-2.8249, -0.0117, -3.5749], [-5.1677, 0.7436, -3.1657], [-5.3216, -1.3094, 3.4155], [-3.9335, -0.2124, 3.4266], [-3.6995, -1.9368, 3.0721], [-6.4105, 0.2640, 1.7663], [-5.6437, 0.5954, 0.2013], [-4.9714, 1.2958, 1.6816], [-6.1408, -2.2488, 1.1990], [-4.5122, -2.9028, 0.9079], [-5.2786, -1.8788, -0.3035], [-2.2597, 2.1227, -1.9052], [-3.9327, 2.6216, -1.6192], [-3.2442, 2.7354, -3.2501], [-1.8197, -0.0830, -3.1668], [-2.7827, 0.5245, -4.5258], [-3.1900, -1.0237, -3.7533], [-5.8481, 1.1706, -2.4278], [-5.4995, -0.2686, -3.3986], [-5.2164, 1.3471, -4.0736]], "multiplicity": 2, "de_lowest_ev": 0.494, "lumo_ev": [-0.083, -0.862]}